A 4-piece molecular cluster, C21H42Br8NO4P2 overall in a non-equilibrium geometry, computed with the ωB97M-V functional and the def2-TZVPD basis.

## Properties
Kohn-Sham gap, eV: 6.4
LUMO level, eV: -3.191
Relative energy (zero: lowest compared OMol25 entry of this formula, charge and spin), eV: 0.603

The geometry in ORCA input format:
```
! RIJCOSX wB97M-V def2-TZVPD def2/J DEFGRID3
* xyz 1 1
Br 8.448 1.968 -2.884
H -4.596 -5.366 0.295
H 1.237 -3.738 -0.315
H -2.840 -0.150 0.196
H 3.274 -2.809 0.364
C 2.664 6.363 0.094
C -5.807 1.751 1.200
H -6.222 0.928 -1.648
N -3.982 1.522 -0.433
H 2.018 5.065 1.713
C 3.160 -1.756 0.027
P -5.191 0.239 -0.938
C -6.589 1.285 1.985
Br -3.564 -2.642 -0.304
C 0.717 -2.762 -0.165
P -4.228 -1.030 -2.436
H 1.325 2.379 0.912
H -3.297 -0.543 -4.273
C -1.492 1.609 0.167
H -0.578 1.731 2.112
H -7.474 0.888 2.468
H 3.891 -1.638 -0.794
Br 0.204 4.914 0.008
H 3.429 -1.138 0.909
H 0.823 1.632 -1.421
H -3.430 -3.198 2.149
H -1.417 -0.373 2.512
H 3.753 -6.219 4.134
H -4.210 -5.682 1.997
H 4.636 -4.468 1.754
Br 3.008 -6.280 1.280
H -1.051 -0.949 0.804
O -4.130 -0.255 -3.857
C 7.185 2.981 -3.964
H 5.334 -6.068 2.069
C -4.776 2.527 0.408
Br 4.879 1.330 -3.562
Br -6.176 -4.199 1.828
C -2.871 0.929 0.416
C 4.469 -5.428 2.234
C -0.697 -0.374 1.676
H -0.181 -2.655 -0.803
C -0.437 1.111 1.197
H -1.210 1.483 -0.890
H 7.604 3.984 -4.027
C 1.207 -0.520 -1.112
C 5.822 3.019 -3.324
C -4.449 -4.907 1.269
C 4.174 -5.314 3.707
H -3.138 1.134 1.470
H -4.132 3.057 1.127
H -1.634 2.698 0.343
H 0.285 -0.775 1.980
C 1.368 0.966 -0.723
H -5.084 -2.975 -2.104
H 2.247 6.878 -0.766
C 1.702 -1.592 -0.439
H 7.180 2.531 -4.952
C 1.620 5.797 1.016
H 5.193 3.765 -3.806
H 0.431 -2.719 0.904
H 2.446 1.222 -0.875
Br 3.816 4.950 -0.589
Br 2.905 -3.883 4.072
H 3.326 7.040 0.631
H 1.703 0.735 1.433
C -3.394 -3.830 1.263
H 5.077 -5.046 4.252
C 1.045 1.317 0.757
O -2.920 -1.623 -2.025
O -5.281 -2.226 -2.698
O -3.539 2.149 -1.611
H -5.366 3.200 -0.243
H -3.650 3.113 -1.559
H 5.856 3.215 -2.256
H 0.671 -0.726 -2.061
H -2.400 -4.266 1.173
H 1.123 6.590 1.573
*
```

Atomic partial charges in e from the Mulliken method, atoms 1 to 4: -0.131, 0.365, 0.477, -0.861